No. 1
C48H61BClN8O2PRuS3 as an isolated structure in a non-equilibrium geometry. Source: the OMol25 dataset; level of theory: ωB97M-V with the def2-TZVPD basis set.

The total charge is +1. As for the HOMO-LUMO gap (spin up / spin down): 6.015 / 5.985 eV. Its multiplicity is 2. The largest force on an atom comes out at 1.040 eV/Å. The calculation puts the lowest unoccupied orbital energy (spin up / spin down) at -3.13 / -3.10 eV. Its expectation value of S² is 0.768. The calculation puts the HOMO energy (spin up / spin down) at -9.15 / -9.09 eV.

Cartesian coordinates (Å):
Ru (0.5681, -0.3354, -0.9582)
C (0.3233, -4.1448, 4.1807)
C (-0.9478, -3.8989, 3.3704)
C (-2.1022, -4.6596, 4.0187)
C (-0.7993, -4.3884, 1.9353)
N (-1.2584, -2.4348, 3.3817)
C (-2.3880, -1.8902, 3.9806)
C (-2.3204, -0.5605, 3.8253)
N (-1.1589, -0.2627, 3.1302)
B (-0.7420, 1.2047, 2.9903)
N (-1.2533, 2.2095, 1.7862)
C (-0.9491, 3.4974, 2.1659)
C (-1.6764, 4.3535, 1.4317)
N (-2.4633, 3.6112, 0.5744)
C (-2.1335, 2.2922, 0.7693)
S (-1.7338, -0.3811, 0.2421)
C (-3.6073, 4.2902, -0.1681)
C (-4.8864, 3.4658, -0.0105)
C (-3.2383, 4.5919, -1.6400)
C (-3.8789, 5.6327, 0.5225)
N (0.7787, 1.4062, 3.1320)
C (1.3071, 1.5786, 4.3981)
C (2.6124, 1.8566, 4.2677)
N (2.9011, 1.8737, 2.9093)
C (1.7624, 1.5650, 2.2216)
S (1.6116, 1.5239, 0.5099)
C (4.2933, 2.0518, 2.3756)
C (4.7980, 0.6910, 1.9015)
C (4.3251, 3.1009, 1.2631)
C (5.1959, 2.5479, 3.5058)
C (-0.5027, -1.4223, 2.8527)
S (0.9636, -1.5545, 2.0099)
H (0.5560, -5.2106, 4.1728)
H (0.1789, -3.8307, 5.2160)
H (1.1654, -3.5987, 3.7611)
H (-1.8717, -5.7227, 3.9642)
H (-3.0457, -4.4982, 3.4941)
H (-2.2273, -4.4030, 5.0714)
H (-0.6603, -5.4707, 1.9449)
H (0.0546, -3.9225, 1.4544)
H (-1.6980, -4.1651, 1.3546)
H (-3.1267, -2.4813, 4.4847)
H (-2.9920, 0.2089, 4.1609)
H (-1.2476, 1.7296, 3.9498)
H (-0.2539, 3.7048, 2.9588)
H (-1.6883, 5.4246, 1.4596)
H (-4.8503, 2.4909, -0.4834)
H (-5.7033, 4.0251, -0.4658)
H (-5.1159, 3.3257, 1.0474)
H (-3.9009, 4.0766, -2.3348)
H (-2.2093, 4.3091, -1.8673)
H (-3.3268, 5.6593, -1.8383)
H (-4.0472, 5.5164, 1.5935)
H (-4.7841, 6.0440, 0.0788)
H (-3.0827, 6.3581, 0.3571)
H (0.7011, 1.4810, 5.2804)
H (3.3403, 2.0732, 5.0235)
H (4.0605, 0.2325, 1.2503)
H (4.9608, 0.0237, 2.7491)
H (5.7361, 0.8062, 1.3574)
H (3.8312, 2.7664, 0.3567)
H (5.3680, 3.3239, 1.0347)
H (3.8428, 4.0229, 1.5937)
H (5.3151, 1.8103, 4.2993)
H (4.8281, 3.4817, 3.9339)
H (6.1827, 2.7390, 3.0867)
C (-4.2182, -0.7900, -1.8573)
C (-4.0563, -1.5840, -0.6482)
C (-3.0999, -1.4906, 0.2706)
C (-2.5049, 1.1712, -0.1136)
C (-3.0093, 1.3643, -1.3341)
C (-3.6867, 0.3988, -2.1879)
P (-0.0202, 1.5002, -2.3191)
C (1.1337, 2.9123, -2.4368)
C (1.0215, 3.9310, -1.4863)
C (1.8410, 5.0471, -1.5403)
C (2.7688, 5.1789, -2.5668)
C (2.8679, 4.1911, -3.5353)
C (2.0599, 3.0629, -3.4668)
C (0.3603, 0.3938, -3.6825)
C (0.3996, 0.4545, -5.0697)
C (0.6364, -0.7187, -5.7740)
C (0.8278, -1.9124, -5.0853)
C (0.8042, -1.9528, -3.6936)
C (0.5552, -0.7861, -2.9679)
H (-4.9217, -1.2008, -2.5740)
H (-4.7666, -2.3926, -0.5093)
H (-3.0770, -2.1760, 1.1105)
H (-2.9493, 2.3552, -1.7422)
H (-3.9608, 0.7776, -3.1659)
H (0.2875, 3.8400, -0.6923)
H (1.7573, 5.8166, -0.7824)
H (3.4056, 6.0528, -2.6160)
H (3.5789, 4.2954, -4.3451)
H (2.1628, 2.2876, -4.2159)
H (0.2306, 1.3867, -5.5966)
H (0.6605, -0.7101, -6.8561)
H (0.9939, -2.8274, -5.6423)
H (0.9710, -2.9033, -3.2043)
Cl (-4.8457, -6.0459, -3.0781)
C (-3.3172, -5.4540, -2.5134)
C (-2.4206, -6.3374, -1.9269)
C (-1.2041, -5.8564, -1.4789)
C (-0.9112, -4.4988, -1.5786)
C (-1.8174, -3.6259, -2.1653)
C (-3.0195, -4.1093, -2.6557)
C (0.3974, -3.9659, -1.1346)
O (1.3843, -4.8450, -1.1763)
O (0.5895, -2.8071, -0.8045)
H (-2.6714, -7.3853, -1.8431)
H (-0.4815, -6.5314, -1.0404)
H (-1.5643, -2.5763, -2.2635)
H (-3.7232, -3.4520, -3.1476)
N (3.7366, -3.4677, -2.1371)
C (4.4561, -2.1941, -1.9584)
C (3.5335, -0.9978, -2.1098)
N (2.5661, -0.8778, -1.0074)
H (4.3970, -4.2365, -2.0828)
H (3.3451, -3.4987, -3.0745)
H (2.2408, -4.3404, -1.1492)
H (5.2744, -2.0872, -2.6761)
H (4.8946, -2.1963, -0.9575)
H (2.9961, -1.0455, -3.0544)
H (4.1396, -0.0909, -2.1336)
H (2.9675, -0.3778, -0.2219)
H (2.3135, -1.8133, -0.6800)

No. 2
A 11-piece molecular cluster, C48H61F5O6 overall in a non-equilibrium geometry. Source: the OMol25 dataset; level of theory: ωB97M-V with the def2-TZVPD basis set.

As for the HOMO-LUMO gap: 9.524 eV. Its multiplicity is 1. The largest force on an atom comes out at 1.445 eV/Å. The calculation puts the lowest unoccupied orbital energy at 0.29 eV. The calculation puts the HOMO energy at -9.24 eV.

Cartesian coordinates (Å):
F (22.6118, -11.2423, -17.4571)
C (23.5134, -11.4429, -16.4685)
C (24.7627, -10.8487, -16.5247)
C (25.6655, -11.1046, -15.5287)
C (25.3501, -11.9918, -14.5073)
C (24.0968, -12.6083, -14.4836)
C (23.1742, -12.3014, -15.4560)
H (24.9786, -10.1836, -17.3531)
H (26.6464, -10.6485, -15.5594)
H (26.0457, -12.0760, -13.6800)
H (23.8119, -13.2685, -13.6753)
H (22.2242, -12.8235, -15.4793)
F (23.1090, -12.6635, -22.9586)
C (21.9889, -12.4169, -22.2668)
C (20.8052, -12.2402, -22.9528)
C (19.6525, -11.9455, -22.2477)
C (19.6589, -11.8918, -20.8468)
C (20.8579, -12.1289, -20.1828)
C (22.0328, -12.3801, -20.8938)
H (20.8151, -12.4002, -24.0242)
H (18.6876, -11.8136, -22.7258)
H (18.7864, -11.5602, -20.3006)
H (20.8967, -12.2360, -19.1028)
H (22.9509, -12.5613, -20.3522)
F (19.7888, -19.0311, -24.6908)
C (20.1199, -18.1339, -23.7320)
C (21.2600, -17.3781, -23.9094)
C (21.5857, -16.4178, -22.9617)
C (20.7226, -16.1867, -21.9021)
C (19.6105, -16.9965, -21.7195)
C (19.2723, -17.9688, -22.6528)
H (21.8977, -17.6334, -24.7462)
H (22.4723, -15.8124, -23.1021)
H (20.8388, -15.4150, -21.1492)
H (18.9591, -16.8426, -20.8690)
H (18.3979, -18.6027, -22.5762)
F (21.7541, -15.0619, -18.7693)
C (23.0661, -15.3715, -18.6751)
C (23.9715, -14.3634, -18.3826)
C (25.3083, -14.6809, -18.2350)
C (25.7434, -15.9906, -18.3993)
C (24.8103, -16.9808, -18.6870)
C (23.4554, -16.6821, -18.8308)
H (23.6821, -13.3240, -18.3220)
H (26.0017, -13.8949, -17.9637)
H (26.8016, -16.2115, -18.3678)
H (25.0876, -18.0044, -18.9166)
H (22.7549, -17.4442, -19.1447)
F (15.8578, -12.3825, -19.2681)
C (15.2312, -13.4991, -19.7044)
C (14.1520, -13.3794, -20.5537)
C (13.5453, -14.5208, -21.0156)
C (13.9570, -15.7742, -20.6054)
C (15.0183, -15.8762, -19.7157)
C (15.6954, -14.7349, -19.3098)
H (13.7999, -12.3810, -20.7829)
H (12.7566, -14.4369, -21.7545)
H (13.4214, -16.6732, -20.8757)
H (15.2911, -16.8380, -19.2989)
H (16.4551, -14.8319, -18.5392)
C (20.1703, -10.3180, -15.6992)
C (19.4911, -9.2964, -16.5814)
C (19.3222, -9.5991, -18.0406)
O (19.0940, -8.2687, -16.0897)
H (19.3823, -10.5459, -14.9772)
H (20.9552, -9.7904, -15.1594)
H (20.5436, -11.2188, -16.1610)
H (18.7443, -8.8153, -18.5238)
H (18.8413, -10.5779, -18.1229)
H (20.2897, -9.6592, -18.5447)
C (18.2995, -13.6043, -11.8703)
C (18.9974, -12.3815, -12.3693)
C (18.4742, -11.0401, -11.9416)
O (19.9102, -12.4610, -13.1575)
H (18.7810, -14.4869, -12.2803)
H (17.2440, -13.5169, -12.1465)
H (18.3424, -13.6820, -10.7807)
H (18.0170, -11.0958, -10.9533)
H (17.7003, -10.7223, -12.6425)
H (19.3050, -10.3415, -11.9546)
C (13.9781, -11.4126, -16.0341)
C (14.9354, -12.0453, -15.0625)
C (16.3889, -11.7674, -15.2956)
O (14.5465, -12.6373, -14.0996)
H (14.1907, -10.3482, -16.1701)
H (12.9590, -11.4779, -15.6548)
H (14.0220, -11.8782, -17.0213)
H (17.0184, -12.3297, -14.6155)
H (16.5696, -10.6915, -15.2266)
H (16.6268, -12.0617, -16.3243)
C (19.2521, -17.6348, -12.6299)
C (20.6761, -17.4179, -13.0249)
C (21.1736, -18.2173, -14.1828)
O (21.4089, -16.7022, -12.4044)
H (19.0242, -18.7010, -12.5640)
H (18.5874, -17.2812, -13.4338)
H (18.9532, -17.1273, -11.7190)
H (22.2234, -18.4804, -14.0936)
H (21.0341, -17.6069, -15.0803)
H (20.5997, -19.1366, -14.3095)
C (18.5057, -16.5154, -16.7138)
C (18.1897, -15.1581, -16.1455)
C (19.3219, -14.2135, -15.8627)
O (17.0537, -14.8181, -15.8927)
H (18.3345, -16.4424, -17.7936)
H (17.8735, -17.3101, -16.3146)
H (19.5264, -16.8406, -16.5434)
H (19.8945, -14.6433, -15.0232)
H (18.9371, -13.2795, -15.4696)
H (20.0303, -14.1119, -16.6844)
C (17.2160, -20.2043, -17.5522)
C (17.6031, -20.6863, -16.1816)
C (17.6769, -22.1815, -15.9803)
O (17.7819, -19.8983, -15.2735)
H (16.3064, -20.6687, -17.9361)
H (17.9877, -20.4337, -18.2991)
H (17.1426, -19.1190, -17.5699)
H (17.8130, -22.6756, -16.9423)
H (16.7796, -22.5163, -15.4633)
H (18.5320, -22.4463, -15.3577)